Version i
Here is 2 unconnected molecules or ions with the total composition C2H9NO from the Open Molecules 2025 dataset. Energies are from ωB97M-V/def2-TZVPD.

Summary:
**HOMO level**: -0.330 Eh
**SMILES**: CNC.O
**E_LUMO**: 0.036 Ha

Each line ends with the natural charge from an NBO analysis.
CARTESIAN COORDINATES (ANGSTROEM)
C: -1.1056 0.9383 0.7202  -0.41
N: -0.0988 -0.0956 0.5713  -0.67
C: -0.4071 -1.0785 -0.4606  -0.42
H: -1.5070 1.1595 -0.2586  0.19
H: -1.9945 0.6242 1.2890  0.17
H: -0.5764 1.8026 1.1157  0.21
H: 0.3277 -0.5111 1.3823  0.38
H: -1.1615 -1.7945 -0.0952  0.17
H: 0.4464 -1.6397 -0.8231  0.20
H: -0.9199 -0.5995 -1.2932  0.19
H: 1.7726 0.2737 -0.1638  0.48
H: 2.5669 0.4526 -1.4693  0.46
O: 2.6573 0.4681 -0.5147  -0.97


Version ii
Here is 2 unconnected molecules or ions with the total composition C2H9NO from the Open Molecules 2025 dataset. Energies are from ωB97M-V/def2-TZVPD.

Summary:
**HOMO level**: -0.339 Eh
**SMILES**: CN.CO
**E_LUMO**: 0.030 Ha

Each line ends with the natural charge from an NBO analysis.
CARTESIAN COORDINATES (ANGSTROEM)
C: -1.9761 -0.3420 0.1109  -0.42
C: 1.7370 0.8020 -1.0248  -0.24
H: -0.2585 -0.9000 1.1479  0.36
H: -1.7062 -0.6042 1.9524  0.33
H: -3.0434 -0.7617 0.0184  0.18
H: -2.0008 0.6397 0.4501  0.17
H: -1.4105 -0.7066 -0.7719  0.19
H: 2.8790 -0.3222 0.3392  0.46
H: 1.0607 1.6296 -0.6284  0.20
H: 2.6044 1.2926 -1.3795  0.17
H: 1.4413 0.1219 -1.6703  0.17
N: -1.3369 -1.1460 1.1019  -0.82
O: 2.0101 0.2968 0.3541  -0.75


Version iii
Here is 3 unconnected molecules or ions with the total composition C2H9NO from the Open Molecules 2025 dataset. Energies are from ωB97M-V/def2-TZVPD.

Summary:
**HOMO level**: -0.357 Eh
**SMILES**: [H][H].C1CO1.N
**E_LUMO**: 0.038 Ha

Each line ends with the natural charge from an NBO analysis.
CARTESIAN COORDINATES (ANGSTROEM)
N: -1.1971 1.4203 1.2521  -1.07
H: -1.9954 1.3892 1.8717  0.36
H: -2.3642 0.1005 -5.4381  0.00
H: -1.4826 1.0805 0.3389  0.35
H: -0.5269 0.6970 1.5052  0.36
C: 1.2385 -0.8163 1.6107  -0.18
O: 0.1819 -1.0895 0.6893  -0.46
C: 1.4352 -0.6761 0.1443  -0.13
H: 1.8067 -0.1481 2.2574  0.23
H: 1.5462 -1.8041 1.9592  0.17
H: 1.2380 0.2418 -0.4022  0.19
H: 2.2965 -1.2120 -0.2608  0.18
H: -2.1769 0.8167 -5.5278  0.00


Here are the energies relative to the best structure, in kJ/mol: version i 0.0; version ii 186.7; version iii 341.4.


Version i
Here is 2 unconnected molecules or ions with the total composition C2H9NO from the Open Molecules 2025 dataset. Energies are from ωB97M-V/def2-TZVPD.

Summary:
**HOMO level**: -0.372 Eh
**SMILES**: NCO.C
**E_LUMO**: 0.032 Ha

Each line ends with the natural charge from an NBO analysis.
CARTESIAN COORDINATES (ANGSTROEM)
C: -1.5804 1.5334 -0.1518  -0.86
H: -1.5307 1.5818 0.9388  0.21
H: -0.5457 1.6860 -0.4701  0.23
H: -1.7582 0.4995 -0.4246  0.20
H: -2.2531 2.2835 -0.5436  0.22
N: 0.1587 -1.6249 -0.1114  -0.83
C: 1.4999 -1.1526 0.0606  0.08
O: 1.6680 0.2700 0.2177  -0.72
H: -0.1900 -1.3023 -1.0194  0.35
H: -0.5357 -1.1853 0.4638  0.35
H: 2.0543 -1.4521 -0.8210  0.17
H: 1.9528 -1.6108 0.9352  0.15
H: 1.0601 0.4739 0.9256  0.45


Version ii
Here is a molecular structure, C2H9NO from the Open Molecules 2025 dataset. Energies are from ωB97M-V/def2-TZVPD.

Summary:
**HOMO level**: -0.330 Eh
**E_LUMO**: -0.091 Ha

Each line ends with the natural charge from an NBO analysis.
CARTESIAN COORDINATES (ANGSTROEM)
N: -0.5586 -2.5146 -0.3348  -1.09
H: -0.0475 -1.7149 -0.7044  0.32
H: -1.7573 2.7803 -0.6670  -0.01
H: -0.8290 -1.7582 0.5298  0.41
H: -1.3328 -2.6364 -0.9382  0.35
C: 0.7864 0.0888 0.9477  -0.21
O: -0.4349 -0.2166 1.2579  -0.72
C: 0.9436 0.5648 -0.4660  -0.04
H: 1.4811 -0.7626 1.1427  0.29
H: 1.3617 0.8604 1.5342  0.30
H: 1.9783 0.8479 -0.9005  0.19
H: 0.0763 0.9030 -0.9603  0.20
H: -1.6673 3.5580 -0.4411  0.01


Version iii
Here is 2 unconnected molecules or ions with the total composition C2H9NO from the Open Molecules 2025 dataset. Energies are from ωB97M-V/def2-TZVPD.

Summary:
**HOMO level**: -0.325 Eh
**SMILES**: CNC.O
**E_LUMO**: 0.036 Ha

Each line ends with the natural charge from an NBO analysis.
CARTESIAN COORDINATES (ANGSTROEM)
C: -1.1623 0.0857 1.4555  -0.44
N: -0.1411 -0.1162 0.3872  -0.63
C: -0.9161 -0.3401 -0.9479  -0.43
H: -1.2517 -0.7663 2.0836  0.18
H: -0.5622 0.8895 2.1190  0.20
H: -2.1391 0.3755 0.9866  0.19
H: 0.3079 -1.0300 0.5517  0.35
H: -1.3953 -1.2952 -0.7636  0.17
H: -0.3599 -0.2970 -1.9137  0.20
H: -1.7161 0.3975 -0.9782  0.19
H: 2.5208 1.2014 -0.7338  0.48
H: 3.6028 0.3832 -1.5786  0.47
O: 3.2123 0.5120 -0.6678  -0.95


Here are the energies relative to the best structure, in kJ/mol: version i 0.0; version ii 563.9; version iii 86.1.


Version i
Here is a molecular structure, C2H9NO from the Open Molecules 2025 dataset. Energies are from ωB97M-V/def2-TZVPD.

Summary:
**HOMO level**: -0.330 Eh
**E_LUMO**: 0.027 Ha

Each line ends with the natural charge from an NBO analysis.
CARTESIAN COORDINATES (ANGSTROEM)
H: 1.1832 -0.7115 -0.0647  0.47
O: 1.7318 -1.7026 -0.4616  -1.10
N: 0.2091 0.1941 -0.1554  -0.60
H: 1.1334 -2.4436 -0.5895  0.44
H: 0.3234 0.3007 -1.1742  0.39
C: 0.2431 1.4649 0.6370  -0.41
H: 1.1429 1.3947 1.2099  0.21
H: 0.3200 2.2226 -0.1394  0.20
H: -0.6422 1.5826 1.2315  0.20
C: -1.1553 -0.4513 -0.0618  -0.43
H: -1.4973 -0.4947 0.9725  0.21
H: -1.9275 -0.0050 -0.7519  0.19
H: -1.0646 -1.3509 -0.6523  0.22


Version ii
Here is 2 unconnected molecules or ions with the total composition C2H9NO from the Open Molecules 2025 dataset. Energies are from ωB97M-V/def2-TZVPD.

Summary:
**HOMO level**: -0.365 Eh
**SMILES**: COC.N
**E_LUMO**: 0.030 Ha

Each line ends with the natural charge from an NBO analysis.
CARTESIAN COORDINATES (ANGSTROEM)
C: 1.8178 0.4114 1.1449  -0.25
N: -3.5602 0.0659 -0.0165  -1.06
H: 0.9805 0.2740 1.8368  0.17
H: 2.7133 0.4801 1.7735  0.19
H: 1.6992 1.2994 0.5246  0.17
H: -2.5854 -0.1656 -0.1730  0.35
H: -3.5602 1.0766 0.1092  0.35
H: -4.0716 -0.1301 -0.8681  0.36
C: 1.2852 -0.6894 -0.8695  -0.25
O: 1.9781 -0.7281 0.3303  -0.54
H: 1.3037 0.3180 -1.3334  0.15
H: 1.7714 -1.2677 -1.6539  0.19
H: 0.2283 -0.9447 -0.8049  0.16


Here are the energies relative to the best structure, in kJ/mol: version i 71.2; version ii 0.0.


Version i
Here is a molecular structure, C3H6O3Tl from the Open Molecules 2025 dataset. Energies are from ωB97M-V/def2-TZVPD.

Summary:
**HOMO level (spin up / spin down)**: -0.714 / -0.711 Eh
**Charge**: +2
**<S²>**: 0.76
**2S+1**: 2
**E_LUMO (spin up / spin down)**: -0.391 / -0.552 Ha

Each line ends with the Löwdin spin population.
CARTESIAN COORDINATES (ANGSTROEM)
H: 0.5813 0.8557 -0.8970  0.00
O: 1.5150 0.1378 -1.2444  0.00
C: 1.5650 -0.4107 -0.0920  0.01
O: 2.5637 -0.4210 0.6277  0.28
Tl: 4.4711 -0.2719 0.5838  0.62
O: 0.4014 0.1156 0.4685  0.06
C: -0.8484 -0.5421 0.0926  0.01
C: -1.9255 0.5097 0.1438  0.01
H: -1.0060 -1.3601 0.8028  0.00
H: -0.7279 -0.9354 -0.9244  0.00
H: -1.8792 1.0777 1.0819  0.00
H: -2.9136 0.0407 0.0542  0.00
H: -1.7968 1.2040 -0.6974  0.00


Version ii
Here is a molecular structure, C3H6O3Tl from the Open Molecules 2025 dataset. Energies are from ωB97M-V/def2-TZVPD.

Summary:
**HOMO level (spin up / spin down)**: -0.716 / -0.712 Eh
**Charge**: +2
**<S²>**: 0.76
**2S+1**: 2
**E_LUMO (spin up / spin down)**: -0.382 / -0.551 Ha

Each line ends with the Löwdin spin population.
CARTESIAN COORDINATES (ANGSTROEM)
H: -0.1262 -1.3978 0.0538  0.00
O: -1.0630 -1.4580 -0.6008  0.00
C: -1.5275 -0.3072 -0.2614  0.01
O: -2.6732 -0.1273 0.1481  0.28
Tl: -4.4132 -0.9259 0.1719  0.62
O: -0.4825 0.2276 0.4380  0.06
C: 0.6414 0.7195 -0.3526  0.01
C: 1.8949 0.3860 0.4131  0.01
H: 0.4952 1.7965 -0.4866  0.00
H: 0.6213 0.2052 -1.3214  0.00
H: 1.7927 0.6506 1.4733  0.00
H: 2.7534 0.9232 -0.0100  0.00
H: 2.0867 -0.6924 0.3345  0.00


Here are the energies relative to the best structure, in kJ/mol: version i 78.8; version ii 0.0.


Version i
Here is a single C3H5FIN molecule from the Open Molecules 2025 dataset. Energies are from ωB97M-V/def2-TZVPD.

Summary:
**HOMO level**: -0.355 Eh
**SMILES**: C/C=N/[C@H](F)I
**E_LUMO**: 0.017 Ha

Each line ends with the natural charge from an NBO analysis.
CARTESIAN COORDINATES (ANGSTROEM)
C: 0.5889 0.1359 0.1947  0.12
C: 1.7531 -0.7809 0.3183  -0.66
C: -1.7827 0.6401 -0.5027  0.21
N: -0.4703 -0.3440 -0.2591  -0.45
F: -1.6308 1.7990 0.1494  -0.35
I: -3.4988 -0.4312 0.1608  0.10
H: 0.7353 1.1781 0.4934  0.16
H: 2.1614 -0.7564 1.3271  0.22
H: 2.5329 -0.4619 -0.3723  0.22
H: 1.4439 -1.7927 0.0653  0.23
H: -1.8330 0.8141 -1.5748  0.18


Version ii
Here is a single C3H5FIN molecule from the Open Molecules 2025 dataset. Energies are from ωB97M-V/def2-TZVPD.

Summary:
**HOMO level**: -0.325 Eh
**SMILES**: C=C(F)N(C)I
**E_LUMO**: -0.005 Ha

Each line ends with the natural charge from an NBO analysis.
CARTESIAN COORDINATES (ANGSTROEM)
C: 0.9357 1.2598 -0.4666  -0.57
C: -0.2343 1.0789 0.0512  0.58
C: 0.1156 -1.3883 0.2806  -0.44
N: -0.8280 -0.3179 0.5362  -0.60
F: -1.1326 1.9882 0.1221  -0.30
I: -2.7475 -0.5455 -0.1642  0.29
H: 1.2411 2.3200 -0.4878  0.23
H: 1.6175 0.5239 -0.4519  0.21
H: 0.3853 -1.7588 -0.7084  0.18
H: 1.0616 -0.9508 0.5683  0.22
H: -0.4146 -2.2096 0.7205  0.22


Here are the energies relative to the best structure, in kJ/mol: version i 0.0; version ii 150.5.


Version i
Here is 4 unconnected molecules or ions with the total composition C4H16NO3 from the Open Molecules 2025 dataset. Energies are from ωB97M-V/def2-TZVPD.

Summary:
**HOMO level**: -0.506 Eh
**Charge**: +1
**E_LUMO**: -0.105 Ha

Each line ends with the natural charge from an NBO analysis.
CARTESIAN COORDINATES (ANGSTROEM)
C: -0.4385 -2.1286 -0.6639  -0.66
C: -0.9123 -1.6276 0.6475  -0.44
C: -0.2414 -0.2325 0.7234  -0.09
C: 0.9745 0.0979 1.1090  -0.08
N: 1.1522 1.6279 0.9203  -0.75
H: -0.3797 -3.2945 -0.7057  0.24
H: 0.5128 -1.6569 -0.9522  0.26
H: -1.1276 -1.8078 -1.5314  0.20
H: -0.4455 -2.2540 1.4770  0.22
H: -2.1441 -1.6648 0.7316  0.24
H: -0.8514 0.3711 0.1677  0.19
H: 1.7759 -0.3361 1.6099  0.23
H: 0.5783 2.1423 1.6202  0.46
H: 2.1027 2.1480 0.8694  0.44
H: 0.7447 1.8350 -0.0512  0.48
H: -0.9127 2.3303 -2.3767  0.51
H: -1.1949 1.1204 -1.4059  0.48
O: -0.6608 1.8955 -1.4779  -0.97
H: 2.7373 -1.5194 -2.4054  0.49
H: 1.4723 -2.2449 -2.8849  0.48
O: 1.8030 -1.6077 -2.3274  -0.95
H: -2.1529 2.0970 1.9786  0.49
H: -1.1581 2.5554 2.9208  0.49
O: -1.2337 2.1538 2.0072  -0.96


Version ii
Here is 4 unconnected molecules or ions with the total composition C4H16NO3 from the Open Molecules 2025 dataset. Energies are from ωB97M-V/def2-TZVPD.

Summary:
**HOMO level**: -0.524 Eh
**Charge**: +1
**E_LUMO**: -0.184 Ha

Each line ends with the natural charge from an NBO analysis.
CARTESIAN COORDINATES (ANGSTROEM)
C: -2.1202 -1.2922 -0.5392  -0.62
C: -1.8966 0.2478 -0.3410  -0.49
C: -0.6022 0.6581 0.1830  -0.24
C: -1.2009 0.2185 2.4741  0.09
N: -0.4166 0.6535 1.6032  -0.39
H: -1.5310 -1.7315 -1.2770  0.25
H: -3.1405 -1.8091 -0.5046  0.25
H: -1.6139 -1.7405 0.3540  0.18
H: -2.7728 0.8667 -0.0182  0.26
H: -1.6982 0.7089 -1.3963  0.26
H: -0.2460 1.6062 -0.3744  0.33
H: 0.5153 0.0871 -0.1221  0.19
H: -2.1863 -0.2792 2.4272  0.25
H: -1.0924 0.2528 3.5227  0.23
H: 0.3932 1.3263 1.9141  0.45
H: 0.9658 -3.0504 -0.7672  0.49
H: 1.9024 -1.7761 -1.4002  0.50
O: 1.0193 -2.2447 -1.4333  -1.00
H: 2.8778 -0.6736 -0.0294  0.48
H: 1.5052 -0.2841 -0.7213  0.46
O: 2.5426 -0.2603 -0.7850  -0.92
H: 2.4125 2.1199 -0.9217  0.53
H: 1.4032 2.4232 0.3724  0.45
O: 1.4557 2.3032 -0.6495  -0.96


Here are the energies relative to the best structure, in kJ/mol: version i 0.0; version ii 218.0.